Molecular formula: H6O3
Method: DFT, ωB97M-V/def2-TZVPD

XYZ file:
```
9
Properties=species:S:1:pos:R:3:lowdin_charge:R:1
O 4.878 -1.466 -8.150 -0.083
O 1.829 -1.885 -7.698 -0.052
O -6.649 3.313 16.010 -0.064
H -7.378 2.701 16.092 0.024
H 1.023 -1.347 -7.641 0.049
H 5.838 -1.375 -8.000 0.047
H 2.421 -1.648 -8.393 0.001
H -6.287 3.150 15.123 0.040
H 4.324 -1.443 -7.343 0.037
```

Values from the calculation:
ΔE to the lowest compared entry with this formula, charge and spin in eV: 0.6722
Spin multiplicity: 1
Maximum force in hartree/bohr: 0.03458
SMILES string: O.O.O
Gap between HOMO and LUMO in eV: 12.54
DFT total energy in eV: -6239.58099